# 1
Below is a 15-piece molecular cluster, H29O18S overall in a non-equilibrium geometry, with properties calculated with wB97M-V/def2-TZVPD.

Each line ends with the Mulliken charge.
CARTESIAN COORDINATES (ANGSTROEM)
O  39.780  -19.734  -14.868  -0.393
H  40.145  -20.691  -14.778  0.521
H  40.459  -19.174  -14.482  0.377
H  39.020  -19.529  -14.284  0.500
S  42.293  -17.281  -14.037  -0.177
O  42.301  -16.458  -12.932  -0.061
O  41.460  -16.684  -15.121  -0.757
O  43.685  -17.524  -14.400  0.360
O  41.677  -18.480  -13.572  -0.932
O  45.375  -18.928  -13.415  -0.698
H  44.703  -18.524  -14.042  0.188
H  45.855  -19.407  -14.153  0.277
O  42.713  -15.147  -16.766  -0.550
H  42.897  -15.549  -17.514  0.268
H  42.270  -15.570  -16.131  0.324
O  43.100  -16.973  -10.371  -0.731
H  42.860  -16.883  -11.340  0.373
H  43.576  -16.207  -10.203  0.273
O  46.245  -16.714  -11.832  -0.626
H  45.988  -17.071  -12.751  0.404
H  45.630  -16.491  -11.235  0.264
O  39.673  -15.331  -16.137  -0.794
H  40.365  -15.786  -15.722  0.775
H  40.133  -14.724  -16.477  0.309
O  40.972  -17.988  -17.352  -0.681
H  41.220  -17.537  -16.472  0.302
H  41.331  -17.538  -18.142  0.270
O  40.356  -19.399  -11.783  -0.780
H  39.884  -18.787  -11.327  0.284
H  41.062  -19.050  -12.503  0.540
O  44.199  -18.962  -16.796  -0.700
H  43.936  -18.468  -16.045  0.300
H  45.135  -19.444  -16.681  0.292
O  43.518  -14.196  -12.925  -0.734
H  43.109  -15.141  -12.703  0.192
H  42.774  -13.832  -13.272  0.331
O  45.459  -15.808  -14.721  -0.782
H  44.805  -16.416  -14.691  0.098
H  44.762  -15.214  -14.324  0.553
O  42.434  -20.819  -14.393  -0.703
H  43.285  -21.127  -14.722  0.249
H  42.277  -19.911  -13.862  0.578
O  40.255  -15.499  -11.669  -0.787
H  40.967  -16.048  -12.151  0.283
H  39.979  -14.805  -12.314  0.418
O  39.458  -14.036  -13.807  -0.659
H  39.454  -14.569  -14.581  0.408
H  38.695  -13.416  -13.645  0.236

Values from the calculation:
- total charge = -1
- E_tot (eV) = -48158.851
- relative energy (zero: lowest compared OMol25 entry of this formula, charge and spin) (kJ/mol) = 239.8
- Kohn-Sham gap (Ha) = 0.31197
- max |F| (eV Å⁻¹) = 10.96
- HOMO energy (eV) = -6.9

---

# 2
Below is C6H9IOS as an isolated structure in a non-equilibrium geometry, with properties calculated with wB97M-V/def2-TZVPD.

Each line ends with the Mulliken charge.
CARTESIAN COORDINATES (ANGSTROEM)
C  -0.161  -1.168  -2.197  0.501
C  -0.780  -0.452  -1.135  -0.481
C  0.224  -0.679  0.036  1.377
C  -0.657  1.405  -1.646  -1.098
C  -0.223  -1.488  1.197  -1.667
C  1.108  0.488  0.499  -1.561
O  -0.371  -1.341  -3.346  -0.562
S  1.154  -1.735  -1.292  -0.222
I  -2.830  -0.810  -0.746  0.149
H  -0.669  1.819  -0.620  0.376
H  -1.481  1.660  -2.249  0.428
H  0.382  1.544  -2.038  0.265
H  0.747  -1.870  1.567  0.386
H  -0.756  -2.363  0.804  0.494
H  -0.725  -0.955  1.908  0.456
H  1.974  -0.008  0.846  0.508
H  0.533  1.175  1.177  0.355
H  1.446  1.149  -0.345  0.296

Values from the calculation:
- total charge = 0
- E_tot (eV) = -27349.358
- relative energy (zero: lowest compared OMol25 entry of this formula, charge and spin) (kJ/mol) = 16.1
- Kohn-Sham gap (Ha) = 0.34501
- max |F| (eV Å⁻¹) = 6.12
- HOMO energy (eV) = -9.3

---

# 3
Below is a 2-piece molecular cluster, C3H8O3S overall in a non-equilibrium geometry, with properties calculated with wB97M-V/def2-TZVPD.

Each line ends with the Mulliken charge.
CARTESIAN COORDINATES (ANGSTROEM)
O  1.059  -2.280  -2.330  -0.538
C  0.963  -1.521  -1.412  0.442
O  1.523  -1.767  -0.204  -0.432
C  0.150  -0.239  -1.400  -0.411
C  -0.750  -0.138  -0.158  -0.558
S  -1.747  1.358  -0.221  -0.185
H  2.075  -2.565  -0.271  0.336
H  0.807  0.606  -1.605  0.348
H  -0.538  -0.323  -2.230  0.305
H  -0.104  -0.112  0.721  0.257
H  -1.310  -1.066  -0.062  0.312
H  -1.196  2.226  0.641  0.134
O  -0.627  2.112  3.024  -0.661
H  -0.591  1.293  2.504  0.316
H  0.287  2.417  3.004  0.336

Values from the calculation:
- total charge = 0
- E_tot (eV) = -20218.564
- relative energy (zero: lowest compared OMol25 entry of this formula, charge and spin) (kJ/mol) = 37.4
- Kohn-Sham gap (Ha) = 0.35898
- structure (SMILES) = O=C(O)CCS.O
- max |F| (eV Å⁻¹) = 2.02
- HOMO energy (eV) = -9.4

---

# 4
Below is C22H32MgN5O3P2S2SeTe as an isolated structure in a non-equilibrium geometry, with properties calculated with wB97M-V/def2-TZVPD.

Each line ends with the Mulliken charge.
CARTESIAN COORDINATES (ANGSTROEM)
Mg  0.836  0.698  0.499  1.629
C  0.470  5.157  -1.008  -0.864
N  -0.565  4.243  -1.456  0.360
C  -1.069  4.125  -2.733  -0.823
C  -1.880  3.053  -2.754  -0.328
N  -1.866  2.507  -1.472  0.668
C  -1.093  3.287  -0.647  -0.223
S  -0.829  3.208  0.982  -0.377
C  -2.525  1.320  -1.110  0.079
C  -3.742  1.012  -1.719  -0.868
C  -4.369  -0.166  -1.369  -0.520
C  -3.776  -0.983  -0.415  -1.144
C  -2.568  -0.583  0.127  -0.568
N  -1.930  0.539  -0.218  0.517
H  0.945  5.584  -1.889  0.391
H  1.200  4.581  -0.431  0.183
H  0.046  5.946  -0.386  0.290
H  -0.768  4.782  -3.527  0.510
H  -2.380  2.579  -3.576  0.445
H  -4.191  1.692  -2.428  0.523
H  -5.315  -0.432  -1.823  0.399
H  -4.227  -1.911  -0.096  0.488
H  -2.074  -1.198  0.866  0.713
Se  -0.874  1.169  3.406  0.306
N  0.656  0.696  2.623  -0.358
C  1.426  0.155  3.548  0.612
C  2.759  -0.316  3.299  -0.571
C  3.441  -0.848  4.335  -0.614
C  2.868  -0.944  5.656  -0.433
C  1.625  -0.495  5.934  -0.792
C  0.850  0.083  4.868  0.606
N  -0.373  0.564  4.993  -0.821
H  3.173  -0.206  2.304  0.446
H  4.445  -1.216  4.177  0.405
H  3.463  -1.386  6.445  0.357
H  1.196  -0.556  6.924  0.449
C  -0.367  -5.374  -1.498  -1.208
C  -0.016  -3.905  -1.502  -0.397
O  -0.480  -3.310  -0.288  -0.021
P  0.557  -2.532  0.666  -1.148
O  0.885  -1.204  0.023  -0.018
Te  2.312  -3.939  1.326  -0.375
O  -0.447  -2.208  1.877  0.633
C  -0.952  -3.273  2.687  -0.390
C  -1.934  -2.689  3.673  -1.077
H  0.054  -5.864  -2.377  0.386
H  -1.448  -5.520  -1.504  0.276
H  0.048  -5.845  -0.608  0.260
H  -0.503  -3.368  -2.319  0.252
H  1.064  -3.768  -1.601  0.403
H  -0.107  -3.757  3.187  0.360
H  -1.429  -4.008  2.032  0.220
H  -1.456  -1.955  4.317  0.183
H  -2.330  -3.490  4.302  0.423
H  -2.770  -2.208  3.164  0.204
C  0.645  1.204  -4.680  -1.520
P  1.218  1.595  -2.944  0.936
C  2.188  3.103  -3.341  -1.373
C  2.582  0.370  -2.868  -1.117
H  1.471  1.204  -5.398  0.402
H  -0.096  1.939  -5.007  0.359
H  0.172  0.220  -4.698  0.317
H  2.879  2.915  -4.166  0.482
H  2.733  3.381  -2.437  0.212
H  1.517  3.916  -3.626  0.305
H  3.155  0.361  -3.800  0.464
H  2.174  -0.624  -2.681  0.224
H  3.211  0.641  -2.019  0.292
S  2.487  2.251  0.175  -1.020

Values from the calculation:
- total charge = -1
- E_tot (eV) = -155265.262
- relative energy (zero: lowest compared OMol25 entry of this formula, charge and spin) (kJ/mol) = 11.8
- Kohn-Sham gap (Ha) = 0.15359
- max |F| (eV Å⁻¹) = 1.11
- HOMO energy (eV) = -2.5

---

# 5
Below is a 4-piece molecular cluster, C47H25BrNO11S overall in a non-equilibrium geometry, with properties calculated with wB97M-V/def2-TZVPD.

Each line ends with the Mulliken charge.
CARTESIAN COORDINATES (ANGSTROEM)
O  0.696  -1.606  -1.601  -0.403
C  -0.075  -2.275  -2.192  0.629
O  -1.354  -1.984  -2.671  -0.444
C  -2.114  -3.125  -2.179  -0.214
N  -3.246  -3.523  -3.010  -0.324
C  -4.242  -3.757  -2.346  0.539
S  -5.318  -4.199  -1.216  -0.286
C  -1.019  -4.239  -1.828  0.702
Br  -0.634  -4.356  0.124  -0.086
C  -1.220  -5.700  -2.408  0.166
O  -1.214  -5.971  -3.617  -0.642
O  -1.356  -6.639  -1.535  -0.739
O  0.097  -3.637  -2.531  -0.394
H  -2.434  -2.748  -1.165  0.456
C  -1.780  -5.159  -7.355  -0.567
C  -1.730  -5.733  -8.623  -0.414
C  -2.895  -6.170  -9.238  -0.694
C  -4.116  -6.045  -8.582  0.555
C  -4.162  -5.489  -7.301  0.031
C  -2.993  -5.037  -6.695  -0.368
C  -5.446  -5.393  -6.567  0.398
O  -5.482  -4.906  -5.457  -0.641
C  -6.681  -5.911  -7.211  0.077
C  -7.885  -5.881  -6.512  -0.475
C  -9.045  -6.350  -7.110  -0.484
C  -9.010  -6.842  -8.412  -0.440
C  -7.812  -6.878  -9.110  -0.553
C  -6.643  -6.422  -8.508  0.140
C  -5.358  -6.499  -9.252  0.572
O  -5.328  -6.933  -10.389  -0.696
H  -0.871  -4.811  -6.880  0.432
H  -0.779  -5.839  -9.133  0.377
H  -2.851  -6.612  -10.226  0.451
H  -3.026  -4.595  -5.705  0.602
H  -7.917  -5.496  -5.500  0.480
H  -9.981  -6.331  -6.563  0.393
H  -9.919  -7.201  -8.881  0.386
H  -7.788  -7.267  -10.121  0.454
C  7.865  1.588  1.964  -0.441
C  7.509  2.733  2.672  -0.672
C  6.174  3.091  2.788  -0.360
C  5.190  2.311  2.187  0.288
C  5.548  1.177  1.458  0.219
C  6.887  0.812  1.358  -0.661
C  4.513  0.362  0.770  0.478
O  4.827  -0.627  0.139  -0.669
C  3.094  0.785  0.862  -0.117
C  2.116  0.067  0.177  -0.245
C  0.783  0.447  0.269  -0.228
C  0.424  1.542  1.053  -0.850
C  1.395  2.264  1.732  -0.595
C  2.732  1.895  1.632  0.341
C  3.763  2.693  2.333  0.345
O  3.448  3.654  3.016  -0.677
H  8.908  1.304  1.882  0.387
H  8.275  3.345  3.134  0.417
H  5.902  3.980  3.344  0.517
H  7.169  -0.076  0.804  0.483
H  2.391  -0.785  -0.429  0.736
H  0.025  -0.105  -0.266  0.410
H  -0.617  1.834  1.130  0.403
H  1.109  3.117  2.336  0.531
C  2.934  10.203  8.597  -0.469
C  1.833  9.909  9.397  -0.442
C  1.253  8.651  9.347  -0.536
C  1.763  7.683  8.487  0.097
C  2.851  7.985  7.667  0.144
C  3.442  9.243  7.734  -0.481
C  3.377  6.978  6.709  0.456
O  4.328  7.242  5.998  -0.673
C  2.716  5.653  6.629  0.116
C  3.159  4.719  5.697  -0.586
C  2.556  3.472  5.623  -0.278
C  1.513  3.149  6.488  -0.823
C  1.063  4.079  7.416  -0.591
C  1.656  5.336  7.483  0.319
C  1.145  6.333  8.454  0.637
O  0.231  6.055  9.208  -0.675
H  3.393  11.184  8.644  0.384
H  1.430  10.664  10.062  0.391
H  0.399  8.425  9.975  0.460
H  4.296  9.477  7.109  0.462
H  3.970  4.964  5.024  0.701
H  2.897  2.751  4.897  0.487
H  1.047  2.172  6.434  0.415
H  0.248  3.824  8.083  0.467

Values from the calculation:
- total charge = -1
- E_tot (eV) = -154037.047
- Kohn-Sham gap (Ha) = 0.18998
- max |F| (eV Å⁻¹) = 5.04
- HOMO energy (eV) = -5.0